# 1
{"formula": "C44H52Br2NO", "method": "ωB97M-V/def2-TZVPD", "max_force_ev_per_a": 1.549, "e_homo_ev": -10.3457, "spin_multiplicity": 1, "total_charge": 1, "energy_ev": -190087.4929, "elements": ["C", "O", "C", "C", "C", "C", "C", "C", "C", "C", "N", "C", "C", "C", "Br", "C", "C", "Br", "H", "H", "H", "H", "H", "H", "H", "H", "H", "H", "H", "H", "H", "H", "H", "H", "H", "H", "H", "H", "H", "H", "C", "C", "C", "C", "C", "C", "H", "H", "H", "H", "H", "H", "C", "C", "C", "C", "C", "C", "H", "H", "H", "H", "H", "H", "C", "C", "C", "C", "C", "C", "H", "H", "H", "H", "H", "H", "C", "C", "C", "C", "C", "C", "H", "H", "H", "H", "H", "H", "C", "C", "C", "C", "C", "C", "H", "H", "H", "H", "H", "H"], "positions_angstrom": [[-0.38, 4.05, -6.56], [-1.42, 3.10, -6.85], [-1.09, 2.24, -7.95], [-2.36, 1.80, -8.71], [-2.97, 0.53, -8.05], [-3.60, 0.84, -6.64], [-3.16, -0.18, -5.54], [-2.53, 0.45, -4.32], [-3.05, 1.63, -3.72], [-2.45, 2.18, -2.62], [-1.39, 1.61, -2.04], [-0.85, 0.50, -2.55], [-1.37, -0.10, -3.68], [-0.61, -1.34, -4.17], [-1.71, -2.94, -4.38], [0.16, -0.94, -5.47], [0.80, 0.47, -5.31], [1.58, -2.22, -5.87], [-0.33, 4.14, -5.46], [-0.71, 5.03, -6.93], [0.58, 3.74, -6.99], [-0.56, 1.36, -7.53], [-0.46, 2.80, -8.66], [-2.07, 1.52, -9.73], [-3.15, 2.57, -8.70], [-3.74, 0.07, -8.70], [-2.15, -0.20, -7.99], [-4.69, 0.71, -6.79], [-3.46, 1.90, -6.37], [-4.06, -0.73, -5.20], [-2.52, -0.92, -6.02], [-3.94, 2.12, -4.14], [-2.81, 3.10, -2.15], [-0.93, 2.01, -1.22], [0.03, 0.05, -2.06], [0.16, -1.59, -3.43], [-0.51, -0.87, -6.34], [1.61, 0.61, -6.04], [0.07, 1.27, -5.52], [1.20, 0.64, -4.29], [-2.11, -1.38, 0.60], [-2.47, -1.36, 1.94], [-2.09, -2.40, 2.78], [-1.35, -3.46, 2.28], [-0.99, -3.48, 0.94], [-1.37, -2.45, 0.10], [-2.41, -0.57, -0.06], [-3.05, -0.53, 2.33], [-2.38, -2.38, 3.82], [-1.05, -4.26, 2.94], [-0.40, -4.31, 0.55], [-1.09, -2.47, -0.95], [0.96, 1.15, 1.75], [1.31, -0.09, 1.24], [2.65, -0.41, 1.05], [3.64, 0.51, 1.39], [3.28, 1.75, 1.91], [1.94, 2.08, 2.08], [-0.09, 1.40, 1.89], [0.55, -0.81, 0.98], [2.93, -1.37, 0.65], [4.68, 0.27, 1.25], [4.05, 2.47, 2.17], [1.66, 3.04, 2.48], [3.50, -3.63, 5.86], [2.19, -4.07, 5.88], [1.22, -3.40, 5.15], [1.56, -2.28, 4.40], [2.88, -1.85, 4.38], [3.85, -2.52, 5.11], [4.26, -4.16, 6.43], [1.92, -4.95, 6.47], [0.19, -3.74, 5.18], [0.81, -1.76, 3.83], [3.15, -0.98, 3.79], [4.88, -2.17, 5.10], [-5.41, 4.11, 1.07], [-4.75, 3.38, 0.10], [-3.76, 2.48, 0.45], [-3.44, 2.30, 1.79], [-4.10, 3.03, 2.77], [-5.08, 3.94, 2.41], [-6.18, 4.82, 0.80], [-5.01, 3.52, -0.95], [-3.25, 1.91, -0.31], [-2.67, 1.59, 2.07], [-3.84, 2.88, 3.81], [-5.59, 4.51, 3.17], [7.20, -2.75, 9.88], [5.88, -3.19, 9.90], [4.91, -2.52, 9.17], [5.26, -1.40, 8.42], [6.58, -0.96, 8.40], [7.54, -1.64, 9.13], [7.95, -3.28, 10.45], [5.61, -4.06, 10.48], [3.88, -2.86, 9.19], [4.50, -0.88, 7.85], [6.85, -0.10, 7.81], [8.57, -1.29, 9.12]], "mulliken_charge": [-0.82, -0.27, -0.16, -1.10, -0.93, -0.79, -0.70, 1.71, -0.63, -1.13, 0.27, -1.47, 0.25, -1.35, 0.01, 0.32, -1.07, -0.03, 0.17, 0.27, 0.41, -0.01, 0.58, 0.44, 0.34, 0.46, 0.32, 0.39, 0.64, 0.44, 0.31, 0.54, 0.72, 0.37, 0.65, 0.79, 0.13, 0.54, 0.11, 0.26, -0.31, -0.33, -0.72, -0.35, -0.62, -0.20, 0.28, 0.55, 0.41, 0.42, 0.42, 0.36, -0.48, 0.21, -0.84, -0.53, -0.38, -0.59, 0.53, 0.52, 0.41, 0.40, 0.39, 0.42, -0.31, -0.66, -0.36, -0.23, 0.01, -0.74, 0.46, 0.38, 0.40, 0.32, 0.33, 0.43, -0.52, -0.47, 0.37, -0.05, -0.65, -0.43, 0.39, 0.39, 0.08, 0.16, 0.41, 0.37, -0.38, -0.39, -0.42, -0.32, -0.44, -0.35, 0.36, 0.37, 0.41, 0.44, 0.36, 0.36]}



# 2
{"formula": "C44H52BrF6N3O3PV", "method": "ωB97M-V/def2-TZVPD", "max_force_ev_per_a": 1.781, "s_squared": 0.768, "e_homo_ev": [-10.7324, -10.7325], "spin_multiplicity": 2, "total_charge": 1, "energy_ev": -178407.7971, "elements": ["V", "C", "C", "C", "C", "C", "C", "C", "Br", "C", "O", "C", "C", "C", "C", "C", "C", "H", "H", "H", "H", "H", "H", "H", "H", "H", "H", "H", "H", "H", "H", "H", "H", "H", "H", "H", "H", "C", "C", "C", "C", "N", "C", "C", "C", "C", "C", "C", "N", "H", "H", "H", "H", "H", "H", "H", "H", "F", "C", "F", "F", "F", "C", "F", "F", "C", "C", "C", "N", "C", "C", "H", "H", "H", "H", "C", "C", "C", "C", "C", "C", "C", "C", "C", "C", "O", "O", "H", "H", "H", "H", "H", "H", "H", "H", "H", "H", "H", "C", "P", "C", "C", "H", "H", "H", "H", "H", "H", "H", "H", "H"], "positions_angstrom": [[-1.25, 0.03, 1.39], [-0.45, -1.80, -6.54], [-0.38, -2.82, -5.41], [-1.44, -3.91, -5.66], [1.02, -3.47, -5.40], [-0.61, -2.18, -4.04], [-0.78, -2.97, -2.92], [-0.96, -2.39, -1.68], [-1.30, -3.62, -0.27], [-0.93, -1.00, -1.50], [-1.13, -0.52, -0.22], [-0.77, -0.17, -2.62], [-0.63, -0.81, -3.86], [-0.79, 1.37, -2.66], [0.19, 1.89, -3.74], [-0.40, 2.05, -1.35], [-2.21, 1.80, -3.04], [-0.33, -2.32, -7.50], [0.36, -1.07, -6.48], [-1.40, -1.28, -6.56], [-1.29, -4.33, -6.66], [-2.45, -3.49, -5.62], [-1.37, -4.73, -4.95], [1.22, -3.94, -6.36], [1.10, -4.23, -4.62], [1.79, -2.72, -5.22], [-0.79, -4.05, -2.99], [-0.53, -0.18, -4.72], [1.17, 1.41, -3.66], [0.32, 2.96, -3.61], [-0.18, 1.73, -4.75], [0.54, 1.69, -0.95], [-1.18, 1.93, -0.60], [-0.31, 3.12, -1.54], [-2.51, 1.38, -4.01], [-2.26, 2.89, -3.11], [-2.93, 1.48, -2.29], [1.81, -3.10, 1.97], [1.96, -3.23, 3.34], [1.29, -2.35, 4.17], [0.48, -1.38, 3.61], [0.29, -1.29, 2.28], [0.97, -2.12, 1.48], [-0.22, -0.35, 4.41], [0.26, 0.04, 5.65], [-0.42, 1.02, 6.35], [-1.55, 1.57, 5.78], [-1.94, 1.14, 4.52], [-1.30, 0.20, 3.83], [2.33, -3.76, 1.28], [2.59, -4.01, 3.76], [1.38, -2.42, 5.24], [0.83, -1.98, 0.42], [1.17, -0.40, 6.04], [-0.06, 1.35, 7.32], [-2.11, 2.35, 6.27], [-2.80, 1.60, 4.05], [-3.74, 0.89, 0.18], [-2.94, 1.34, 1.21], [-2.65, 2.61, 0.89], [-3.77, 1.40, 2.27], [-7.00, -3.74, 2.92], [-5.91, -4.36, 2.44], [-6.26, -4.97, 1.30], [-5.55, -5.30, 3.33], [-4.80, -3.37, 2.21], [-4.68, -2.72, 1.00], [-3.66, -1.80, 0.84], [-2.81, -1.49, 1.82], [-2.93, -2.12, 2.99], [-3.91, -3.07, 3.23], [-5.35, -2.94, 0.17], [-3.53, -1.30, -0.11], [-2.24, -1.85, 3.77], [-3.97, -3.56, 4.19], [4.89, 5.14, 0.29], [3.61, 4.49, 0.75], [3.64, 3.39, 1.60], [2.47, 2.78, 2.04], [2.54, 1.62, 3.00], [1.25, 3.30, 1.62], [1.18, 4.44, 0.82], [-0.13, 5.11, 0.51], [2.38, 5.00, 0.37], [-0.02, 2.74, 2.19], [-0.74, 3.34, 2.93], [-0.24, 1.44, 1.91], [5.69, 4.41, 0.19], [5.22, 5.89, 1.02], [4.75, 5.64, -0.66], [4.60, 3.00, 1.93], [3.57, 1.38, 3.25], [2.07, 0.73, 2.58], [2.02, 1.86, 3.94], [-0.88, 4.42, 0.13], [0.01, 5.91, -0.23], [-0.54, 5.56, 1.42], [2.34, 5.87, -0.27], [3.32, 1.41, -1.41], [2.64, -0.04, -0.50], [2.78, -1.33, -1.80], [4.13, -0.46, 0.50], [4.26, 1.16, -1.90], [3.49, 2.22, -0.71], [2.61, 1.76, -2.16], [3.80, -1.38, -2.21], [2.08, -1.13, -2.61], [2.53, -2.31, -1.39], [5.03, -0.47, -0.12], [4.00, -1.44, 0.96], [4.26, 0.28, 1.29]], "mulliken_charge": [2.33, -2.04, 1.89, -1.72, -1.61, 0.12, -0.89, 0.53, -0.03, -0.10, 0.12, -0.38, -1.01, 2.16, -2.06, -2.08, -1.99, 0.44, 0.38, 0.43, 0.47, 0.38, 0.33, 0.46, 0.33, 0.32, 0.45, 0.50, 0.33, 0.45, 0.58, -0.36, -0.18, 1.07, 0.39, 0.50, 0.24, -1.51, -0.89, -1.20, 0.66, 1.40, -0.69, 1.46, -0.69, -0.89, -0.86, -0.69, 0.27, 0.62, 0.47, 0.60, 0.41, 0.45, 0.45, 0.47, 0.58, -0.21, 0.37, -0.17, -0.31, -0.24, 0.74, -0.26, -0.26, 0.42, -1.11, -0.21, 0.74, -0.30, -1.31, 0.54, 0.25, 0.34, 0.52, -1.76, 0.72, -0.75, 0.60, -1.24, 1.16, 0.88, -1.50, -1.16, -1.03, -0.57, 0.51, 0.38, 0.36, 0.40, 0.34, 0.54, -0.20, 0.48, 0.23, 0.43, 0.35, 0.40, -0.97, 1.71, -1.17, -1.40, 0.58, -0.01, 0.05, 0.58, 0.06, 0.29, 0.50, 0.34, 0.15]}



Which formula does entry 2 have? C44H52BrF6N3O3PV